Entry 1:
C37H36AsF10MnN4OS as an isolated structure, computed with ωB97M-V/def2-TZVPD.

Last column: Mulliken charge in e.
Atoms and positions in Å:
Mn  -1.24647  0.15584  0.01271  0.630
C  -1.00793  -2.86941  0.91423  -1.192
N  -1.68150  -1.63574  1.33561  0.855
C  -1.34224  -1.27618  2.71613  -1.430
C  0.06199  -0.71208  2.77139  -0.639
N  0.16246  0.33408  1.76860  1.537
C  1.29512  1.07653  1.73445  -0.049
C  1.30692  2.27070  0.98221  -0.958
F  0.15955  2.64951  0.38105  -0.247
C  2.40166  3.08147  0.79007  -0.055
F  2.28774  4.18272  0.04500  -0.382
C  3.60796  2.77199  1.38640  0.758
F  4.68485  3.54720  1.21727  -0.357
C  3.65743  1.63480  2.16488  0.542
F  4.80707  1.29121  2.74858  -0.381
C  2.54854  0.82544  2.33439  0.218
F  2.74815  -0.28457  3.07988  -0.477
C  -3.13031  -1.75138  1.13743  -1.022
C  -3.47364  -1.74887  -0.35292  -1.012
N  -2.39740  -1.09512  -1.08282  0.953
C  -2.51655  -1.05130  -2.46068  -0.991
C  -1.41635  -1.37092  -3.26814  -0.064
F  -0.28399  -1.80356  -2.70384  -0.354
C  -1.43270  -1.26939  -4.64432  0.269
F  -0.34802  -1.58451  -5.35241  -0.359
C  -2.58327  -0.86949  -5.29740  0.772
F  -2.61162  -0.77549  -6.62669  -0.330
C  -3.70137  -0.57558  -4.54678  0.338
F  -4.81976  -0.16807  -5.15079  -0.344
C  -3.65619  -0.66140  -3.16656  0.423
F  -4.76221  -0.29156  -2.50249  -0.449
H  -1.44038  -3.73612  1.43015  0.292
H  0.05194  -2.81991  1.15752  0.188
H  -1.11583  -2.99028  -0.16096  0.268
H  -1.45354  -2.13835  3.38661  0.474
H  -2.05105  -0.50841  3.02568  0.083
H  0.77949  -1.52875  2.62883  -0.277
H  0.24666  -0.34603  3.79112  0.588
H  -3.58131  -0.88494  1.61143  0.259
H  -3.51580  -2.65564  1.62515  0.523
H  -4.44993  -1.26773  -0.46008  0.357
H  -3.59180  -2.77589  -0.72476  0.470
C  4.65127  -4.15558  -0.27145  -1.860
C  4.14803  -2.98807  0.58973  1.894
C  3.04399  -3.52161  1.50193  -1.533
C  5.29613  -2.46236  1.46300  -1.632
C  3.65072  -1.86351  -0.32008  0.868
C  4.52708  -1.34649  -1.29677  -0.066
C  4.14887  -0.36094  -2.17995  -1.261
C  2.85158  0.13800  -2.08683  1.562
S  2.06236  1.33722  -3.05752  -0.570
C  0.63977  1.14552  -2.09844  0.199
N  0.72866  0.28438  -1.13099  1.118
C  1.97722  -0.32635  -1.10790  -2.447
C  2.37832  -1.33219  -0.22473  0.116
C  -0.62140  1.85288  -2.31769  1.276
C  -0.81335  2.76900  -3.34992  -0.479
C  -2.05354  3.35993  -3.51435  -1.210
C  -3.09095  3.03217  -2.64765  -1.116
C  -2.88947  2.12829  -1.61127  0.074
C  -1.64937  1.52933  -1.43480  0.027
H  4.98397  -4.97477  0.37136  0.462
H  5.49361  -3.86606  -0.90157  0.342
H  3.85726  -4.53059  -0.92113  0.387
H  3.44358  -4.33181  2.11600  0.527
H  2.20776  -3.92465  0.92270  0.285
H  2.66885  -2.75084  2.17521  0.170
H  5.65941  -3.25600  2.12170  0.438
H  4.96314  -1.62758  2.08281  0.228
H  6.13696  -2.11936  0.85624  0.343
H  5.53466  -1.73706  -1.36352  0.448
H  4.84081  0.00927  -2.92586  0.447
H  1.67182  -1.67120  0.52083  -0.901
H  -0.00008  3.01320  -4.02556  0.495
H  -2.21580  4.06606  -4.31924  0.420
H  -4.07011  3.47631  -2.79035  0.527
H  -3.70898  1.86525  -0.95533  0.898
C  -1.14782  2.77680  3.32755  -0.860
As  -2.62281  2.58763  2.12295  0.515
C  -2.72185  4.17965  1.06440  -1.111
C  -4.18985  2.55281  3.22316  -1.234
O  -2.64690  1.21656  1.18332  -0.451
H  -1.34979  3.64037  3.96264  0.603
H  -0.22548  2.92079  2.77114  0.081
H  -1.06314  1.87746  3.93398  0.257
H  -2.88846  5.03803  1.71449  0.507
H  -3.54483  4.07303  0.36189  0.377
H  -1.79245  4.29703  0.51420  0.234
H  -4.26654  3.46401  3.81458  0.440
H  -4.12904  1.68965  3.88286  0.384
H  -5.06018  2.45157  2.57918  0.357

Its expectation value of S² is 6.175. Its HOMO energy (spin up / spin down) is -0.25752 / -0.26048 Eh. Its molar mass is 904.63 g/mol. Its spin multiplicity is 5.



Entry 2:
One molecule with the formula C3H2N2O2S, computed with ωB97M-V/def2-TZVPD.

Last column: Mulliken charge in e.
Atoms and positions in Å:
C  1.01843  -0.31280  -1.14573  0.102
C  -0.84823  -0.69426  0.31136  0.893
C  -1.65140  -0.14065  1.42124  -0.062
H  1.57777  1.83146  -0.15073  0.200
H  0.70117  -1.29242  -1.55168  0.364
N  0.18465  0.11992  -0.10553  -0.061
N  -2.32012  0.24978  2.29112  -0.301
O  1.93936  0.33998  -1.55779  -0.511
O  -1.12053  -1.76240  -0.17345  -0.503
S  0.51891  1.66141  0.66120  -0.120

Its HOMO energy is -0.36693 Eh. Its SMILES is N#CC(=O)N(S)C=O. Its molar mass is 130.13 g/mol. Its spin multiplicity is 1.